Entry 1:
Formula: C3H6S3
Source: the OMol25 dataset
Level of theory: ωB97M-V/def2-TZVPD

Properties
* M: 138.28 g mol⁻¹
* total charge: 0
* E_HOMO: -8.35 eV
* calculated total energy: -1312.43146 hartree
* LUMO level: -0.04 eV
* ΔE to the lowest compared entry with this formula, charge and spin: 0.7797 eV

```
12
Properties=species:S:1:pos:R:3:nbo_charge:R:1
C -0.666 -1.509 0.316 -0.775
C 1.748 -0.040 -0.078 -0.583
C -0.653 1.552 -0.279 -0.768
H -1.334 -1.293 -0.536 0.222
H -0.876 -2.541 0.657 0.243
H -0.782 -0.800 1.178 0.236
H -0.870 0.743 -1.044 0.230
H -0.968 2.519 -0.664 0.240
H -1.140 1.404 0.649 0.215
S 1.045 -1.570 -0.283 0.388
S 3.366 -0.042 0.011 -0.011
S 1.129 1.578 0.072 0.363
```

Entry 2:
Formula: C3H6SSe
Source: the OMol25 dataset
Level of theory: ωB97M-V/def2-TZVPD

Properties
* SMILES: [SeH]C[C@@H]1CS1
* M: 153.11 g mol⁻¹
* total charge: 0
* E_HOMO: -8.63 eV
* calculated total energy: -2917.44193 hartree
* LUMO level: 0.81 eV
* ΔE to the lowest compared entry with this formula, charge and spin: 0.1725 eV

```
11
Properties=species:S:1:pos:R:3:nbo_charge:R:1
Se 2.598 0.300 0.115 0.087
C 0.810 0.880 -0.044 -0.568
C -0.527 -0.060 0.562 -0.290
C -1.390 -0.998 -0.161 -0.525
S -2.137 0.609 0.073 0.114
H 2.663 -0.113 -1.254 0.068
H 0.665 1.767 0.651 0.228
H 0.678 1.032 -1.024 0.206
H -0.292 -0.270 1.613 0.217
H -1.283 -1.469 -1.161 0.239
H -1.784 -1.680 0.629 0.222
```

Copy entry 1 word for word.
Formula: C3H6S3
Source: the OMol25 dataset
Level of theory: ωB97M-V/def2-TZVPD

Properties
* M: 138.28 g mol⁻¹
* total charge: 0
* E_HOMO: -8.35 eV
* calculated total energy: -1312.43146 hartree
* LUMO level: -0.04 eV
* ΔE to the lowest compared entry with this formula, charge and spin: 0.7797 eV

```
12
Properties=species:S:1:pos:R:3:nbo_charge:R:1
C -0.666 -1.509 0.316 -0.775
C 1.748 -0.040 -0.078 -0.583
C -0.653 1.552 -0.279 -0.768
H -1.334 -1.293 -0.536 0.222
H -0.876 -2.541 0.657 0.243
H -0.782 -0.800 1.178 0.236
H -0.870 0.743 -1.044 0.230
H -0.968 2.519 -0.664 0.240
H -1.140 1.404 0.649 0.215
S 1.045 -1.570 -0.283 0.388
S 3.366 -0.042 0.011 -0.011
S 1.129 1.578 0.072 0.363
```

> M of number 2 (C3H6SSe)?

153.11 g mol⁻¹